2 unconnected molecules or ions with the total composition C3H8N4 in a non-equilibrium geometry. Source: the OMol25 dataset; level of theory: ωB97M-V with the def2-TZVPD basis set.

Each line ends with the Mulliken charge.
CARTESIAN COORDINATES (ANGSTROEM)
C 2.052 0.663 0.358  -0.444
C 1.573 -0.601 0.377  -0.162
C -0.633 -1.455 -0.217  -0.728
N 1.376 1.315 -0.633  0.088
N 0.470 -0.635 -0.513  0.407
N 0.283 0.606 -0.976  -0.644
N -1.815 0.951 0.425  -0.681
H 2.800 1.255 0.902  0.377
H 1.773 -1.560 0.856  0.368
H -1.299 -0.898 0.510  0.423
H -1.211 -1.580 -1.208  0.245
H -0.460 -2.534 0.136  0.294
H 1.222 2.244 -0.861  0.246
H -1.990 1.551 -0.349  0.125
H -1.707 1.499 1.271  0.086

* LUMO level (spin up / spin down): 0.40 / 0.83 eV
* gap between HOMO and LUMO (spin up / spin down): 6.19 / 8.52 eV
* largest force on an atom: 4.0 eV/A